17
Properties=species:S:1:pos:R:3:forces:R:3:mulliken_charge:R:1 method="wB97M-V/def2-TZVPD" e_lumo_ev=0.026 total_energy_ev=-25356.140 largest_force_ha_per_bohr=0.0925 e_above_lowest_ev=0.580 total_charge=0 smiles="C=Cn1cncn1.O=C=CCl"
C 1.6522 0.5222 -1.0251 0.190 -1.793 -2.544 -0.33
C 1.4623 -0.6886 0.6808 -1.534 4.039 -1.995 -0.03
C -1.5528 -0.6477 -1.4261 0.059 -0.601 0.896 0.68
C -0.9831 1.8306 1.8706 -0.424 -1.604 2.293 -0.79
C -0.3616 0.6887 1.7132 0.801 0.315 -0.942 0.00
C -0.6787 -1.5008 -1.9247 -1.105 -0.567 -0.332 -0.46
N 2.1261 -0.6533 -0.4208 0.042 1.046 -1.069 -0.52
N 0.7505 1.1903 -0.3625 0.214 -1.082 0.587 -0.57
N 0.6167 0.4155 0.7549 0.697 -0.211 -0.418 0.46
O -2.3583 -0.1164 -0.7830 0.176 0.333 -0.587 -0.33
Cl -1.3131 -3.0935 -2.2826 -0.190 -0.013 0.143 -0.19
H 1.7028 0.5537 -2.1712 0.606 0.817 2.036 0.39
H 1.4390 -1.4033 1.3793 0.134 -2.529 2.576 0.45
H 0.2674 -1.3750 -2.3541 0.928 0.786 -0.150 0.31
H -1.6214 1.8239 2.7747 0.094 0.707 -1.054 0.25
H -0.6185 2.6294 1.3270 -0.036 1.897 -0.899 0.36
H -0.5296 -0.1756 2.2496 -0.653 -1.540 1.458 0.31

18
Properties=species:S:1:pos:R:3:forces:R:3:mulliken_charge:R:1 method="wB97M-V/def2-TZVPD" e_lumo_ev="-0.410 / -0.431" total_energy_ev=-27402.496 largest_force_ha_per_bohr=0.0709 e_above_lowest_ev=0.000 total_charge=0
C 1.5422 -1.5025 0.0117 -1.338 -0.990 -0.351 -0.41
C 2.7818 -1.2876 0.4900 2.421 -0.259 -0.092 -0.13
C 2.5038 0.9084 0.2900 1.224 0.868 -0.078 0.01
C 0.6906 -0.3791 -0.1912 0.408 0.994 1.617 0.80
C -0.7355 -0.5676 -0.2538 2.563 -2.535 -0.547 -0.13
C -2.8524 0.5139 0.1164 -2.234 1.844 -0.414 0.47
N 3.3158 -0.0618 0.6016 0.722 -1.170 0.446 -0.60
N 1.2464 0.8494 -0.0065 -2.505 -0.396 -1.101 -0.54
N -3.3978 1.7075 -0.5346 2.697 -1.169 0.301 -0.44
O -1.6144 0.3848 -0.1684 -0.734 0.011 0.384 -0.22
O -0.9892 -1.9171 -0.0103 -0.830 1.289 0.483 -0.49
Cl -3.9912 -0.7501 0.7911 1.625 1.477 -1.256 -0.16
H 1.2400 -2.5432 -0.0916 -0.278 0.491 -0.137 0.34
H 3.5047 -2.1315 0.6921 -1.104 0.864 -0.066 0.33
H 2.9936 1.8664 0.2524 -0.217 0.594 0.179 0.40
H -4.3685 2.0320 -0.5059 1.049 -0.359 0.363 0.21
H -2.5550 2.3095 -0.8546 -2.638 -1.102 0.699 0.25
H -1.8071 -2.1521 -0.4256 -0.828 -0.450 -0.430 0.32

19
Properties=species:S:1:pos:R:3:forces:R:3:mulliken_charge:R:1 method="wB97M-V/def2-TZVPD" e_lumo_ev="-15.383 / -15.188" total_energy_ev=-51437.774 largest_force_ha_per_bohr=0.2724 e_above_lowest_ev=2.628 total_charge=+3 spin_multiplicity=6
O -2.2968 -2.1048 -1.4714 6.264 1.920 1.057 0.07
C -1.1989 -1.7541 -1.2842 -11.290 -4.619 -0.983 0.19
Dy 0.7735 -0.8494 -1.2881 -0.724 3.388 -2.960 1.05
O 1.9480 -2.5680 -4.6268 -1.456 1.581 4.505 0.05
C 1.6093 -2.1809 -3.5976 1.354 -1.395 -4.312 0.27
C 0.7973 -2.3593 0.7663 0.176 -4.225 5.357 0.35
O 0.8192 -3.0540 1.7023 -0.134 3.902 -5.155 -0.02
C 2.6720 -0.5029 -0.4649 12.916 3.261 4.336 0.28
O 3.7625 -0.1533 -0.2023 -6.842 -2.207 -1.575 0.09
C -0.2509 2.4523 1.8359 0.686 0.683 -2.293 -1.18
S -0.0218 1.0804 0.7033 -1.302 0.493 0.884 0.83
C -1.8415 0.5707 0.6190 1.501 -0.149 0.361 -1.04
O 0.5348 1.8300 -0.4999 -0.143 -2.537 -1.698 -0.54
H -0.6761 2.1088 2.6952 -1.173 -0.769 2.584 0.54
H -0.8718 3.1753 1.2723 0.087 -0.473 0.161 0.44
H 0.7204 2.8646 1.9532 0.916 0.399 0.432 0.43
H -2.3772 1.2605 1.2425 -0.482 0.386 0.104 0.42
H -2.1674 0.6197 -0.3957 -0.430 0.223 -0.805 0.41
H -1.9348 -0.4356 1.0409 0.075 0.137 0.000 0.37

16
Properties=species:S:1:pos:R:3:forces:R:3:mulliken_charge:R:1 method="wB97M-V/def2-TZVPD" e_lumo_ev="-7.708 / -9.283" total_energy_ev=-29929.152 largest_force_ha_per_bohr=0.0287 e_above_lowest_ev=0.000 total_charge=+2 spin_multiplicity=9
C -0.9552 1.9065 0.8411 -0.502 0.065 -0.740 -1.37
C -0.9440 1.3574 -0.4089 0.334 0.198 0.563 -0.04
C -1.4419 0.0687 -0.8271 -0.371 -0.512 -0.581 -0.52
H -0.5976 2.9301 0.9705 -0.252 -0.107 0.003 0.47
H -1.5387 1.4606 1.6555 0.174 0.066 -0.151 0.48
H -0.4426 1.9141 -1.2054 0.027 -0.060 0.197 0.38
H -0.9737 -0.4606 -1.6596 -0.333 0.295 0.089 0.43
C -2.6321 -0.4223 -0.4287 -0.282 -0.002 1.447 0.52
O -3.6050 -0.7959 0.0545 0.896 0.307 -0.943 -0.20
O 2.4503 -0.4524 -0.3048 0.856 0.845 -0.822 -0.73
C 1.9810 -1.6208 -0.0390 -0.925 -0.720 -0.081 0.55
C 1.0088 -1.6727 0.9800 0.190 -0.628 0.496 -1.06
Eu 1.3304 0.7177 1.5610 -0.103 0.236 0.677 1.39
Li 3.4308 0.1868 -1.7648 0.140 -0.236 -0.057 0.93
H 0.6364 -2.6616 1.2595 0.044 0.133 -0.327 0.39
H 2.2931 -2.4556 -0.6838 0.106 0.119 0.231 0.39

15
Properties=species:S:1:pos:R:3:forces:R:3:mulliken_charge:R:1 method="wB97M-V/def2-TZVPD" e_lumo_ev=-4.240 total_energy_ev=-10611.355 largest_force_ha_per_bohr=0.1116 e_above_lowest_ev=0.000 total_charge=+1
C -0.6511 0.4284 -1.5560 -2.139 -1.191 -0.002 -0.56
C 0.6423 0.5942 -1.0336 2.160 -1.627 5.060 0.77
O 1.5537 1.3400 -1.3221 -0.527 0.560 -1.813 -0.78
H -0.7659 0.6811 -2.6122 -0.140 0.160 0.369 0.38
Li 2.9733 1.2741 -0.3731 1.191 0.371 0.195 0.88
O 2.3836 0.0535 0.8560 0.685 0.040 0.225 -0.55
C 1.0990 -0.1991 0.5521 -2.690 1.285 -4.326 0.60
C 0.0940 -0.6667 1.2197 -4.700 0.320 -0.218 -0.73
C -1.5795 -0.5780 0.5234 3.568 -0.558 2.948 -0.66
C -1.6885 -0.1507 -0.8351 1.906 1.007 -2.340 -0.11
H 2.6485 -0.3636 1.6846 0.034 -0.035 0.124 0.36
H -0.0896 -0.7377 2.2877 0.754 -0.634 -0.028 0.33
H -1.9083 0.1858 1.2447 -0.444 -0.246 -0.353 0.33
H -2.0767 -1.5394 0.7171 0.128 0.425 0.032 0.36
H -2.6349 -0.3218 -1.3532 0.215 0.124 0.127 0.38

13
Properties=species:S:1:pos:R:3:forces:R:3:mulliken_charge:R:1 method="wB97M-V/def2-TZVPD" e_lumo_ev=-5.944 total_energy_ev=-7799.400 largest_force_ha_per_bohr=0.1005 e_above_lowest_ev=0.343 total_charge=+1 smiles="C1=CC=[N+]=CC=C1"
C -1.3099 -0.5957 0.1906 0.991 2.309 1.879 -0.23
C -1.4113 0.8142 0.1183 -1.622 -1.592 0.507 -0.26
C 1.6023 0.2298 0.3086 -0.850 3.738 0.658 -0.02
C -0.1357 -1.2970 -0.2348 0.098 0.861 -0.517 -0.23
C -0.2950 1.5666 -0.4030 -2.588 1.249 -1.284 -0.14
C 1.1814 -0.9823 -0.1777 0.978 -2.143 -0.444 -0.32
N 0.8571 1.2922 -0.0415 4.319 -2.490 1.364 -0.15
H -1.8588 -1.2723 0.9049 -0.698 1.016 -1.496 0.36
H -2.3466 1.4053 0.4075 1.376 -1.155 -0.300 0.35
H 2.4872 0.4259 0.9491 -0.607 -0.209 -0.640 0.41
H -0.3055 -2.2493 -0.6262 -0.491 -1.769 -0.071 0.46
H -0.3918 2.4537 -1.0592 -0.301 -0.470 0.415 0.41
H 1.9266 -1.7910 -0.3365 -0.607 0.655 -0.072 0.36

13
Properties=species:S:1:pos:R:3:forces:R:3:mulliken_charge:R:1 method="wB97M-V/def2-TZVPD" e_lumo_ev="-5.947 / -5.945" total_energy_ev=-7794.625 largest_force_ha_per_bohr=0.0867 e_above_lowest_ev=5.117 total_charge=+1
C -0.0358 2.4899 2.3029 -0.704 -1.814 1.720 -0.16
C 0.2681 1.2341 2.7272 0.746 1.051 -1.172 -0.11
C -1.5609 0.7555 -0.3514 -1.253 0.857 1.342 0.08
C -0.0408 -0.6363 -1.8277 -0.170 1.390 2.337 0.05
C -0.4381 1.4023 1.5617 -0.309 -0.387 -2.005 -0.13
C 0.3406 -2.0529 -1.6581 -1.327 0.371 0.712 -0.81
N -0.8509 0.0623 -1.0397 3.252 -2.222 -2.085 0.02
H -0.1108 3.4437 2.7466 0.230 1.265 -0.437 0.38
H 0.9073 0.6052 3.2940 -0.099 -0.477 0.779 0.35
H 0.4600 -0.1135 -2.6391 -0.413 0.314 -0.056 0.39
H 0.0971 -2.4998 -0.6597 0.220 0.469 -1.046 0.31
H 1.3316 -2.2894 -2.0406 -0.007 0.241 0.105 0.33
H -0.3673 -2.4010 -2.4161 -0.166 -1.059 -0.193 0.30

13
Properties=species:S:1:pos:R:3:forces:R:3:mulliken_charge:R:1 method="wB97M-V/def2-TZVPD" e_lumo_ev="-6.615 / -6.616" total_energy_ev=-7794.557 largest_force_ha_per_bohr=0.1045 e_above_lowest_ev=5.185 total_charge=+1
C -0.4153 0.0937 1.7710 3.272 1.016 -4.141 0.02
C 1.1090 1.7805 -0.0080 -0.750 -3.841 1.462 -0.23
C 0.9842 0.8459 -0.8448 -0.337 1.184 1.671 0.28
C 0.4246 -0.3145 -1.4869 -1.817 2.433 2.177 -0.58
C -0.3487 -1.1656 -0.4535 -0.502 -0.990 1.717 -0.35
C 0.3003 1.4396 1.1637 -1.125 2.630 -2.325 0.13
N -0.5325 -0.7721 0.8823 -1.082 1.199 2.880 -0.33
H -0.7317 0.1872 2.7619 -0.693 -0.409 1.380 0.43
H -0.3123 -0.0325 -2.1540 -0.930 0.589 -2.201 0.34
H 1.1063 -0.9625 -1.7983 3.061 -2.358 -2.058 0.36
H -1.4267 -1.3550 -0.7162 1.336 -0.237 -0.667 0.33
H 0.2381 -2.0900 -0.2627 -0.722 0.083 -0.777 0.29
H -0.3954 2.3454 1.1455 0.290 -1.300 0.882 0.31

13
Properties=species:S:1:pos:R:3:forces:R:3:mulliken_charge:R:1 method="wB97M-V/def2-TZVPD" e_lumo_ev="-4.910 / -8.222" total_energy_ev=-7793.971 largest_force_ha_per_bohr=0.1759 e_above_lowest_ev=1.869 total_charge=+1 spin_multiplicity=3
C 1.2009 0.0986 -0.0466 -0.422 1.028 0.070 0.57
C 2.3743 -0.4925 -0.0041 0.570 -0.003 0.049 -0.78
C -2.0484 0.3040 0.0044 -0.960 -0.083 0.040 -0.26
C 0.6099 1.4753 -0.0359 5.729 1.928 0.069 -0.61
C -1.2997 -1.0493 -0.0423 -3.738 -1.049 0.169 -0.35
C -0.6396 0.9739 -0.0301 -3.944 -8.137 -0.165 0.22
N -0.1623 -0.4030 -0.0641 2.698 5.882 -0.155 0.18
H 2.4922 -1.5633 0.0022 -0.113 -0.164 -0.010 0.29
H 3.2684 0.1072 0.0416 0.115 0.123 -0.039 0.28
H -2.6832 0.5232 -0.8533 0.071 0.173 -0.029 0.29
H -2.6114 0.4949 0.9176 0.069 0.153 0.022 0.29
H 1.0381 2.4588 -0.0201 0.038 0.131 -0.018 0.43
H -1.5089 -2.1018 -0.0704 -0.113 0.017 -0.002 0.44

14
Properties=species:S:1:pos:R:3:forces:R:3:mulliken_charge:R:1 method="wB97M-V/def2-TZVPD" e_lumo_ev=1.010 total_energy_ev=-9294.814 largest_force_ha_per_bohr=0.0486 e_above_lowest_ev=3.930 total_charge=0 smiles="C#C[C@@H]1[C@@H]2CC=NN12"
C 2.4995 -0.6633 -0.2520 0.539 -0.090 0.537 0.36
C 1.7363 0.2884 -0.2725 0.561 -2.392 -0.089 -0.61
C 0.6619 1.2453 -0.2579 0.590 0.642 1.110 -0.33
C -0.6168 0.9542 0.5080 -1.088 -0.141 1.726 -0.05
C -1.0017 -0.5078 0.7965 0.779 -0.186 0.013 -0.69
C -1.0992 -1.0120 -0.6056 -0.350 0.585 -0.634 -0.06
H 3.2555 -1.5033 -0.0974 -1.608 1.843 -0.509 0.34
H 1.0562 2.2595 -0.2285 -0.428 0.014 -0.152 0.37
H -1.2150 1.7374 1.0345 1.038 -0.569 -0.263 0.32
H -0.2978 -1.1017 1.3946 0.169 0.245 -0.194 0.27
H -1.9551 -0.6815 1.2702 -0.472 0.574 0.375 0.35
H -1.5194 -1.9692 -0.8811 0.427 -0.243 -0.068 0.42
N -0.8728 -0.1352 -1.5072 -0.235 -1.613 -0.292 -0.51
N -0.6315 1.0893 -0.9016 0.076 1.332 -1.559 -0.18